# 1
Computed, not measured: a structure of composition C5H23B2ClN3O2V, with ωB97M-V/def2-TZVPD.

* total charge: -1
* highest occupied orbital energy (alpha / beta): -0.10932 / -0.17347 Ha
* gap between HOMO and LUMO (alpha / beta): 5.41 / 7.15 eV
* ΔE to the lowest compared entry with this formula, charge and spin: 30.6 kcal per mole
* spin multiplicity: 4
* LUMO energy (alpha / beta): 2.433 / 2.428 eV

Cartesian coordinates (Å):
V  -1.064  0.439  -0.942
B  -1.502  2.426  0.461
H  -0.485  2.963  0.290
H  -1.493  1.309  0.703
H  -2.010  2.838  1.426
H  -2.266  2.663  -0.379
B  -3.222  -0.218  -0.503
H  -2.784  -0.197  -1.559
H  -3.496  0.889  -0.329
H  -4.158  -0.899  -0.430
H  -2.380  -0.609  0.158
Cl  -0.819  1.742  -3.265
C  0.862  -3.579  -0.550
C  -0.108  -2.463  -0.103
C  0.525  -1.644  1.000
O  -0.166  -0.473  1.362
C  0.190  0.067  2.614
N  -0.333  -1.602  -1.291
H  1.188  -4.263  0.236
H  1.812  -3.083  -0.808
H  0.618  -4.036  -1.507
H  -1.099  -2.839  0.152
H  1.530  -1.319  0.675
H  0.751  -2.231  1.904
H  1.198  0.494  2.641
H  -0.056  -0.697  3.355
H  -0.458  0.932  2.762
H  0.518  -1.464  -1.832
H  -0.971  -2.120  -1.888
C  2.062  1.796  -0.623
O  1.059  1.108  -0.780
N  1.970  3.137  -0.786
N  3.272  1.317  -0.166
H  2.714  3.772  -0.582
H  1.143  3.410  -1.301
H  3.934  2.068  -0.107
H  3.525  0.367  -0.011

---

# 2
Computed, not measured: a structure of composition C7H8N5O, with ωB97M-V/def2-TZVPD.

* total charge: +1
* highest occupied orbital energy: -0.47924 Ha
* gap between HOMO and LUMO: 9.23 eV
* ΔE to the lowest compared entry with this formula, charge and spin: 0.0 kcal per mole
* LUMO energy: -3.807 eV

Cartesian coordinates (Å):
C  -1.061  -2.386  -0.014
C  0.791  -1.209  -0.056
C  -0.284  -0.318  -0.028
C  1.876  2.696  0.054
C  2.963  1.924  0.018
C  2.205  -0.659  -0.039
C  1.003  1.433  -0.077
N  -1.410  -1.101  -0.056
N  0.273  -2.450  -0.025
N  -0.205  1.046  -0.116
N  2.147  0.673  -0.004
N  -3.289  0.613  0.084
O  3.178  -1.321  0.095
H  -1.527  -3.345  -0.010
H  1.503  3.718  0.174
H  3.990  1.911  0.067
H  0.997  -3.134  0.109
H  -3.052  0.880  -0.871
H  -2.339  -0.610  0.297
H  -4.175  0.144  -0.051
H  -3.584  1.496  0.448

---

# 3
Computed, not measured: a cluster of 40 separate species, H80O40 in total, with ωB97M-V/def2-TZVPD.

* highest occupied orbital energy: -0.36295 Ha
* gap between HOMO and LUMO: 9.40 eV
* ΔE to the lowest compared entry with this formula, charge and spin: 203.2 kcal per mole
* LUMO energy: -0.478 eV

Cartesian coordinates (Å):
H  4.212  -0.959  -2.891
H  3.645  -0.409  -1.598
O  3.727  -1.246  -2.086
H  -5.425  -4.004  1.810
H  -6.034  -2.674  2.243
O  -5.603  -3.484  2.591
H  -0.697  -4.580  -0.334
H  -1.668  -5.303  -1.344
O  -1.594  -4.840  -0.511
H  -0.942  4.788  0.079
H  0.263  4.628  -0.243
O  -0.446  5.131  -0.697
H  0.704  4.571  2.512
H  0.656  5.849  1.743
O  0.377  4.927  1.671
H  2.751  -3.298  -0.961
O  3.692  -3.472  -0.771
H  1.500  -2.763  0.620
O  0.580  -3.027  0.564
H  -2.641  2.848  -3.333
H  -2.941  4.415  -3.145
O  -2.542  3.627  -2.778
H  1.487  -5.480  -2.268
H  2.955  -5.653  -1.925
O  2.204  -6.129  -2.293
H  -0.481  3.528  4.886
H  -0.333  2.280  3.804
O  -0.195  3.202  4.037
H  0.192  -0.656  -4.316
H  -0.194  -1.112  -5.642
O  -0.553  -1.143  -4.745
H  4.033  -3.167  0.922
O  4.690  -3.168  1.662
H  3.823  -3.117  -2.811
H  3.952  -4.087  -3.966
O  3.953  -3.147  -3.765
H  -1.368  -2.306  -1.799
H  -1.752  -2.625  -0.338
O  -2.106  -2.348  -1.183
H  -2.140  -0.896  -4.700
H  -3.135  -1.814  -4.161
O  -3.082  -1.095  -4.837
H  -2.631  -2.014  3.135
H  -4.191  -2.496  3.031
O  -3.344  -2.316  2.563
H  -5.482  0.422  3.685
H  -4.275  1.333  4.105
O  -4.540  0.581  3.569
H  3.583  -1.646  5.315
H  2.130  -2.097  5.710
O  2.860  -1.518  5.929
H  3.756  -1.282  -5.087
O  3.394  -0.433  -4.780
H  -2.592  -4.267  -3.982
H  -2.356  -3.305  -5.129
O  -2.311  -3.370  -4.171
H  -6.433  -0.915  0.615
O  -5.989  -1.076  1.452
H  0.028  -1.575  4.493
H  0.065  -2.848  5.465
O  0.208  -2.529  4.571
H  -3.797  1.787  1.104
H  -3.190  0.649  2.002
O  -3.045  1.521  1.636
H  -0.446  2.918  -2.329
H  0.049  3.038  -1.036
O  -0.155  2.301  -1.627
H  3.113  1.364  -1.206
H  1.895  0.646  -1.869
O  2.710  1.127  -2.050
H  1.786  3.516  -4.529
H  0.253  3.954  -5.007
O  0.858  3.632  -4.342
H  -3.301  -1.509  -0.147
H  -3.362  -1.445  1.248
O  -3.501  -0.777  0.482
H  3.554  2.105  3.651
H  2.348  1.459  3.162
O  3.309  1.409  3.027
H  1.294  2.410  0.574
H  2.859  2.364  0.969
O  2.014  1.911  0.989
H  -3.214  3.943  -1.084
H  -4.545  3.106  -0.854
O  -3.948  3.745  -0.475
H  0.891  1.195  -2.546
H  1.737  0.847  -3.662
O  0.898  0.536  -3.278
H  -0.119  0.516  3.138
O  -0.034  0.158  4.033
H  1.802  -0.232  6.188
H  1.661  1.233  6.998
O  1.264  0.433  6.673
H  2.914  -0.821  -4.034
H  4.091  -2.641  -1.098
H  -5.044  -0.817  1.286
H  0.006  -2.667  1.230
H  4.118  -3.629  2.280
H  -0.730  0.515  4.589
O  -0.165  6.065  -3.260
H  0.015  6.582  -2.455
H  0.473  5.415  -2.920
O  1.284  -3.641  -1.823
H  0.607  -3.668  -1.089
H  0.886  -3.128  -2.536
O  3.453  -0.737  0.692
H  4.155  -0.748  1.351
H  2.849  -0.028  0.944
O  -0.641  2.013  1.135
H  -1.609  2.030  0.938
H  -0.277  1.488  0.399
O  0.052  -0.606  1.465
H  0.838  -0.047  1.455
H  -0.658  -0.051  1.137
O  5.627  1.074  -1.664
H  6.328  1.584  -1.235
H  5.125  1.849  -1.961
O  -3.213  4.817  2.002
H  -4.169  4.682  2.119
H  -3.365  4.813  1.033

---

# 4
Computed, not measured: an isolated molecule of C7H12NO3PS, with ωB97M-V/def2-TZVPD.

* structure (SMILES): O=C(O)CC[C@@H]1CNC(=O)[C@@H]1[PH2]=S
* highest occupied orbital energy: -0.33497 Ha
* gap between HOMO and LUMO: 9.12 eV
* LUMO energy: 0.008 eV

Cartesian coordinates (Å):
O  3.197  -1.428  1.585
C  2.783  -0.827  0.609
O  2.923  -1.364  -0.630
C  2.089  0.514  0.704
C  0.677  0.436  1.272
C  -0.346  -0.497  0.586
C  -0.138  -0.932  -0.876
N  -1.501  -1.375  -1.210
C  -2.460  -0.786  -0.381
O  -3.627  -1.094  -0.326
C  -1.700  0.247  0.445
P  -1.683  1.762  -0.596
S  -2.177  3.409  0.314
H  2.708  -0.705  -1.288
H  2.136  1.048  -0.241
H  2.679  1.086  1.405
H  0.265  1.434  1.303
H  0.773  0.105  2.297
H  -0.500  -1.435  1.096
H  0.253  -0.179  -1.545
H  0.487  -1.813  -0.908
H  -1.746  -1.446  -2.183
H  -2.122  0.496  1.405
H  -0.415  1.895  -1.184
H  -2.555  1.448  -1.651

---

# 5
Computed, not measured: a structure of composition C25H58N10O2OsPS2, with ωB97M-V/def2-TZVPD.

* total charge: +2
* highest occupied orbital energy (alpha / beta): -0.45571 / -0.46039 Ha
* gap between HOMO and LUMO (alpha / beta): 7.07 / 7.30 eV
* ΔE to the lowest compared entry with this formula, charge and spin: 7.4 kcal per mole
* spin multiplicity: 2
* LUMO energy (alpha / beta): -5.332 / -5.225 eV

Cartesian coordinates (Å):
Os  0.662  0.064  -0.245
C  2.469  -1.618  3.716
N  1.215  -0.901  3.855
C  0.716  -0.850  5.228
C  0.518  -0.381  2.811
N  1.112  0.225  1.780
C  2.355  0.955  2.061
C  3.554  0.444  1.262
N  3.170  0.033  -0.108
C  3.649  -1.331  -0.419
C  2.515  -2.310  -0.216
N  1.398  -1.728  -0.954
C  0.791  -2.483  -1.882
N  0.306  -1.891  -2.989
C  -0.778  -2.477  -3.773
C  0.660  -0.522  -3.320
N  0.763  -3.828  -1.797
C  0.575  -4.498  -0.520
C  0.965  -4.699  -2.949
C  3.550  0.970  -1.179
C  3.020  2.343  -0.868
N  1.608  2.258  -0.490
C  1.036  3.403  -0.225
N  -0.325  3.464  -0.077
C  -1.189  2.440  -2.335
C  -0.968  4.344  0.908
N  1.686  4.606  -0.145
C  2.839  4.842  0.712
C  1.144  5.801  -0.784
N  -0.827  -0.378  2.928
C  -1.558  -1.552  3.378
C  -1.627  0.749  2.483
H  2.413  -2.542  4.295
H  3.316  -1.038  4.091
H  2.643  -1.880  2.677
H  1.530  -0.530  5.879
H  0.371  -1.828  5.569
H  -0.097  -0.135  5.307
H  2.569  0.941  3.130
H  2.176  1.995  1.797
H  4.005  -0.412  1.758
H  4.329  1.215  1.235
H  4.530  -1.590  0.173
H  3.945  -1.363  -1.468
H  2.257  -2.423  0.840
H  2.802  -3.291  -0.597
H  -1.144  -3.373  -3.283
H  -0.446  -2.720  -4.783
H  -1.607  -1.768  -3.817
H  0.657  0.160  -2.455
H  -0.076  -0.135  -4.020
H  1.650  -0.458  -3.777
H  0.326  -3.767  0.245
H  1.465  -5.060  -0.225
H  -0.260  -5.194  -0.607
H  1.213  -4.109  -3.827
H  0.079  -5.301  -3.158
H  1.797  -5.374  -2.738
H  3.114  0.585  -2.102
H  4.638  1.013  -1.314
H  3.160  3.009  -1.724
H  3.622  2.754  -0.060
H  -1.786  3.326  -2.539
H  -1.620  1.585  -2.846
H  -0.157  2.589  -2.650
H  -0.336  5.201  1.114
H  -1.149  3.811  1.844
H  -1.920  4.691  0.512
H  2.964  4.033  1.427
H  2.657  5.753  1.285
H  3.764  4.977  0.146
H  0.283  5.545  -1.396
H  1.907  6.240  -1.429
H  0.849  6.554  -0.049
H  -0.867  -2.326  3.697
H  -2.155  -1.944  2.553
H  -2.217  -1.302  4.212
H  -0.990  1.629  2.407
H  -2.393  0.937  3.239
H  -2.117  0.568  1.528
C  -5.711  -0.518  1.738
C  -4.562  -1.095  0.949
O  -4.032  -0.059  0.095
P  -2.978  -0.316  -1.100
S  -1.236  2.120  -0.560
S  -1.300  -1.298  -0.239
O  -3.553  -1.667  -1.812
C  -4.831  -1.583  -2.494
C  -4.799  -0.659  -3.692
H  -6.141  -1.284  2.383
H  -6.493  -0.154  1.072
H  -5.379  0.313  2.361
H  -4.876  -1.940  0.335
H  -3.758  -1.437  1.602
H  -5.594  -1.274  -1.776
H  -5.046  -2.607  -2.794
H  -4.655  0.383  -3.401
H  -5.747  -0.725  -4.227
H  -4.003  -0.945  -4.382

---

# 6
Computed, not measured: a structure of composition C11H23CaN3OP2, with ωB97M-V/def2-TZVPD.

* total charge: +1
* highest occupied orbital energy (alpha / beta): -0.37794 / -0.37706 Ha
* gap between HOMO and LUMO (alpha / beta): 7.71 / 5.11 eV
* ΔE to the lowest compared entry with this formula, charge and spin: 76.2 kcal per mole
* spin multiplicity: 2
* LUMO energy (alpha / beta): -2.571 / -5.150 eV

Cartesian coordinates (Å):
Ca  -0.098  -0.057  0.217
P  0.960  2.389  0.245
P  2.044  -1.688  0.517
N  -1.750  0.980  -0.837
N  -0.978  -1.783  -0.806
H  -3.576  0.311  -1.736
H  -3.000  -2.209  -1.304
H  -3.250  -0.243  -0.004
C  -2.809  -0.055  -1.015
H  -2.038  -1.316  -2.609
C  -2.230  -1.427  -1.510
H  -2.445  2.757  -1.771
H  -0.779  -3.875  -1.045
C  -1.654  2.194  -1.213
C  -0.334  -2.908  -0.709
H  -0.692  4.006  -0.392
C  -0.396  3.079  -0.931
H  0.165  3.283  -1.874
H  3.100  -1.216  -0.407
H  2.383  -1.715  1.964
H  2.264  2.606  -0.339
H  0.811  3.115  1.519
O  1.154  0.442  -1.687
C  0.723  0.127  -2.968
C  1.020  1.275  -3.937
C  1.406  -1.181  -3.380
H  -0.387  -0.055  -3.024
H  0.407  2.146  -3.667
H  2.079  1.548  -3.806
H  0.827  0.992  -4.989
H  1.201  -1.967  -2.646
H  1.082  -1.524  -4.376
H  2.491  -0.992  -3.372
C  1.001  -3.012  -0.109
H  1.419  -4.019  0.035
C  -0.357  -0.050  4.820
C  -0.670  -0.124  3.423
N  -0.981  -0.196  2.305
H  -1.173  0.522  5.299
H  0.617  0.462  4.933
H  -0.320  -1.089  5.196

---

# 7
Computed, not measured: a cluster of 2 separate species, CHFOS2 in total, with ωB97M-V/def2-TZVPD.

* structure (SMILES): O=C=S.FS
* highest occupied orbital energy: -0.36663 Ha
* gap between HOMO and LUMO: 9.79 eV
* ΔE to the lowest compared entry with this formula, charge and spin: 9.9 kcal per mole
* LUMO energy: -0.185 eV

Cartesian coordinates (Å):
O  1.310  0.978  0.917
C  1.353  0.067  0.218
S  1.669  -1.118  -0.699
F  -0.660  0.424  -1.007
S  -1.918  -0.451  -0.393
H  -1.754  0.100  0.965

---

# 8
Computed, not measured: a structure of composition C21H32N4SSn, with ωB97M-V/def2-TZVPD.

* highest occupied orbital energy: -0.22139 Ha
* gap between HOMO and LUMO: 6.06 eV
* ΔE to the lowest compared entry with this formula, charge and spin: 0.0 kcal per mole
* LUMO energy: 0.039 eV

Cartesian coordinates (Å):
Sn  1.115  1.020  -0.359
C  0.037  1.920  2.696
C  -0.383  0.480  2.463
N  0.622  -0.337  1.702
C  1.798  -0.670  2.521
C  2.872  0.337  2.538
C  3.473  0.760  3.745
C  4.322  1.881  3.762
C  4.640  2.464  2.518
C  3.772  2.118  1.463
C  3.834  2.937  0.214
N  2.452  3.151  -0.419
C  1.476  4.145  0.191
C  0.716  3.797  1.464
N  0.370  2.446  1.416
N  3.090  1.000  1.410
H  0.901  1.954  3.440
H  -0.872  2.336  3.129
H  -1.248  0.424  1.853
H  -0.588  0.023  3.440
H  0.139  -1.188  1.378
H  2.225  -1.718  2.197
H  1.468  -0.781  3.615
H  3.158  0.304  4.706
H  4.744  2.197  4.754
H  5.545  3.025  2.433
H  4.396  2.286  -0.562
H  4.315  3.872  0.427
H  2.672  3.502  -1.381
H  0.677  4.212  -0.555
H  1.962  5.098  0.406
H  -0.161  4.430  1.410
H  1.277  4.055  2.344
H  -0.503  2.352  0.695
C  -4.900  -3.115  -0.793
C  -3.382  -3.160  -0.695
C  -2.880  -4.533  -0.154
C  -2.681  -2.714  -1.984
C  -3.275  -1.675  -2.719
C  -2.716  -1.260  -3.915
C  -1.614  -1.978  -4.456
C  -1.026  -1.357  -5.678
C  -0.988  -3.055  -3.738
C  -1.499  -3.325  -2.476
H  -5.318  -3.719  0.066
H  -5.285  -3.531  -1.724
H  -5.341  -2.120  -0.830
H  -3.070  -2.476  0.077
H  -3.062  -5.335  -0.860
H  -3.337  -4.815  0.833
H  -1.796  -4.533  0.029
H  -4.137  -1.185  -2.302
H  -3.216  -0.471  -4.477
H  -0.040  -1.716  -5.843
H  -0.994  -0.256  -5.607
H  -1.548  -1.639  -6.573
H  -0.195  -3.678  -4.231
H  -0.940  -4.150  -1.952
S  -1.076  1.967  -1.050

---

Q: Number 5 is which compound?
A: C25H58N10O2OsPS2